1.
Density functional theory data (wB97M-V/def2-TZVPD) for C32H50ClO3PZr as an isolated structure.

Each line ends with the Mulliken charge.
Cartesian coordinates (Å):
Zr 0.1091 -0.6397 1.3566  -0.89
Cl 2.0485 -0.4356 2.8075  -0.54
P 0.2977 0.2842 -1.0909  1.10
C -1.8092 0.3906 1.4997  -0.82
H -2.7332 -0.0349 1.8760  0.38
H -1.8862 1.4658 1.3644  0.65
C 2.1275 0.5344 -1.3438  -0.55
C -0.5315 1.9413 -1.2995  0.35
C 2.6311 0.5953 -2.7966  -0.78
H 2.2965 1.5234 -0.8738  0.91
C 4.1292 0.9287 -2.8308  -0.95
H 2.4714 -0.3750 -3.2884  0.19
H 2.0780 1.3446 -3.3809  0.22
C 4.9735 -0.0275 -1.9776  -0.76
H 4.4805 0.9027 -3.8694  0.38
H 4.2653 1.9559 -2.4657  0.38
C 4.4157 -0.2238 -0.5631  -0.97
H 5.0346 -1.0038 -2.4786  0.32
H 5.9990 0.3522 -1.9115  0.43
C 2.9067 -0.5304 -0.5634  0.57
H 4.9493 -1.0382 -0.0574  0.42
H 4.5811 0.6868 0.0300  0.40
H 2.7431 -1.5238 -1.0126  0.21
H 2.5943 -0.5786 0.4998  -0.39
C -0.3371 -0.7533 -2.5165  0.02
C -2.0414 1.7922 -1.5634  -0.99
H -0.4165 2.3817 -0.2911  0.71
C -2.7408 3.1561 -1.4879  -0.96
H -2.2088 1.3456 -2.5535  0.29
H -2.4842 1.1075 -0.8312  0.38
C -2.0988 4.1978 -2.4085  -0.67
H -3.8006 3.0323 -1.7422  0.44
H -2.6994 3.5139 -0.4492  0.31
C -0.5723 4.2773 -2.2811  -0.96
H -2.3631 3.9711 -3.4500  0.32
H -2.5252 5.1812 -2.1864  0.38
C 0.1234 2.9066 -2.2994  -0.49
H -0.1634 4.8948 -3.0907  0.40
H -0.3175 4.7776 -1.3357  0.38
H 0.0751 2.4868 -3.3165  0.13
H 1.1885 3.0385 -2.0630  0.33
C 0.3730 -2.1144 -2.6100  -0.23
H -1.3798 -0.9309 -2.1904  0.85
C -0.3644 -3.0606 -3.5691  -0.84
H 1.4103 -1.9777 -2.9512  0.34
H 0.4371 -2.5987 -1.6261  -0.57
C -0.5918 -2.4445 -4.9536  -0.77
H 0.2082 -3.9930 -3.6599  0.43
H -1.3366 -3.3198 -3.1253  0.35
C -1.1642 -1.0218 -4.8932  -1.00
H 0.3590 -2.4308 -5.5037  0.33
H -1.2749 -3.0845 -5.5209  0.42
C -0.4108 -0.1094 -3.9121  -0.43
H -1.1433 -0.5701 -5.8940  0.40
H -2.2183 -1.0738 -4.5830  0.38
H 0.6022 0.0682 -4.2995  0.16
H -0.9087 0.8667 -3.8776  0.16
C 0.3251 -2.9033 0.9941  0.13
C -1.0438 -2.5734 0.7855  0.52
H 1.0369 -2.8828 0.1542  0.51
C -2.1369 -3.0196 1.7320  -0.83
H -1.4035 -2.3126 -0.2187  -0.01
C -1.5904 -3.5151 3.0754  -0.20
H -2.8676 -2.2144 1.8975  0.24
H -2.7112 -3.8433 1.2779  0.41
C -0.3850 -4.4375 2.9182  -0.94
H -1.3500 -2.6548 3.7123  -0.25
H -2.3895 -4.0494 3.6084  0.45
C 0.7715 -3.8126 2.1224  -1.22
H -0.0316 -4.7615 3.9051  0.41
H -0.7182 -5.3423 2.3973  0.33
H 1.4534 -3.2716 2.7954  0.33
H 1.3782 -4.6301 1.7040  0.37
O -0.5716 2.9371 3.7969  -0.75
C -0.7772 2.4663 5.0496  0.31
C -0.6495 3.3803 6.0975  -0.58
C -0.8610 2.9570 7.4012  -0.31
C -1.1968 1.6260 7.6819  -0.67
C -1.3734 0.7136 6.6410  -0.60
C -1.1203 1.1098 5.3287  0.24
C -1.4183 0.1571 4.2578  0.69
O -2.2213 -0.7660 4.3851  -0.66
O -0.7972 0.4129 3.1011  -0.13
H -0.5553 2.1400 3.2122  0.40
H -0.3913 4.4112 5.8532  0.40
H -0.7601 3.6837 8.2112  0.36
H -1.3441 1.3043 8.7152  0.37
H -1.6872 -0.3166 6.8125  0.42

Force components x, y, z for each atom (eV/Å):
Zr 0.8 -2.4 0.9
Cl 0.7 0.1 0.6
P 0.2 0.5 -2.2
C -0.1 0.2 0.8
H -0.2 0.1 0.4
H -0.3 0.3 0.0
C -0.3 0.3 -0.2
C 0.2 0.0 0.2
C 0.1 0.1 -0.1
H 0.1 -0.3 0.0
C 0.0 0.0 0.1
H 0.0 0.2 0.2
H 0.2 -0.2 0.2
C 0.0 -0.1 0.0
H 0.0 0.1 0.2
H 0.0 -0.1 -0.1
C -0.2 0.1 -0.1
H -0.1 0.1 0.0
H -0.1 -0.1 -0.1
C 0.4 -0.1 0.2
H -0.1 0.2 -0.1
H 0.0 -0.1 -0.1
H -0.1 0.2 0.1
H 0.1 -0.1 -0.6
C -0.2 -0.1 0.3
C 0.0 0.1 0.0
H -0.1 0.0 -0.2
C 0.1 -0.1 0.1
H 0.0 0.1 0.2
H 0.0 0.0 -0.1
C 0.0 -0.1 -0.2
H 0.2 0.1 0.1
H 0.0 0.0 -0.1
C 0.1 0.0 0.3
H 0.0 0.0 0.1
H 0.0 -0.1 -0.1
C -0.1 0.0 -0.2
H -0.1 0.0 0.2
H 0.0 -0.1 -0.1
H 0.0 0.1 0.3
H -0.2 0.0 -0.1
C 0.0 -0.2 0.1
H 0.2 -0.1 -0.1
C -0.1 0.1 0.1
H -0.3 0.0 0.0
H -0.1 0.2 -0.3
C 0.1 0.0 0.0
H -0.2 0.1 0.0
H 0.2 0.0 0.0
C -0.1 -0.1 0.2
H -0.1 0.0 0.1
H 0.1 0.1 0.0
C 0.2 0.1 -0.2
H -0.1 -0.1 0.2
H 0.1 0.0 -0.1
H -0.3 -0.1 0.1
H 0.1 -0.3 -0.1
C 0.8 0.8 0.2
C -0.8 1.3 -0.3
H -0.4 -0.2 0.1
C -0.2 -0.5 -0.1
H 0.1 -0.4 0.1
C -0.1 0.2 0.2
H 0.1 -0.2 0.1
H 0.1 0.0 0.0
C -0.1 -0.1 -0.2
H 0.1 -0.2 -0.2
H 0.1 0.1 -0.1
C 0.4 -0.2 0.3
H 0.0 0.1 -0.2
H 0.0 0.0 0.0
H -0.2 -0.1 0.0
H -0.1 0.1 0.1
O 0.0 -0.7 -0.3
C 0.2 -0.5 0.3
C -0.1 -0.2 0.0
C 0.1 -0.1 0.0
C -0.2 -0.2 0.0
C 0.4 0.5 0.4
C -0.1 1.1 0.0
C -1.8 -1.6 0.3
O 1.3 1.3 -0.2
O -0.8 0.2 -1.6
H 0.1 0.6 0.4
H -0.1 -0.3 0.1
H 0.0 -0.3 -0.2
H 0.0 0.1 -0.3
H 0.1 0.3 0.0

Values from the calculation:
Energy relative to the best compared isomer or geometry (same formula, charge and spin)   0.0 kcal per mole
E_tot   -63229.42753 eV
Gap between HOMO and LUMO (spin up / spin down)   5.5 / 5.5 eV
E_HOMO (spin up / spin down)   -5.69 / -5.74 eV

***

2.
Density functional theory data (wB97M-V/def2-TZVPD) for C32H50F2O10S5 as an isolated structure.

Each line ends with the Mulliken charge.
Cartesian coordinates (Å):
F -3.5719 0.5552 0.8011  -0.36
C -2.2699 0.2242 1.0541  0.60
C -1.7259 0.0052 2.3261  -1.07
C -0.3519 -0.3958 2.4741  -0.35
C 0.3471 -0.6298 1.2181  -0.06
C -0.1659 -0.4428 0.0151  -0.88
C -1.5369 -0.0688 -0.0289  1.11
H -2.3599 0.3192 3.1121  0.65
H 0.1411 -0.5688 3.4751  0.41
H 1.4611 -0.7478 1.5071  -0.19
H 0.2381 -0.5318 -0.9609  0.60
H -1.9499 0.2112 -1.0879  -0.62
F -3.4779 1.7332 4.6001  -0.31
C -3.0319 2.9062 5.0731  0.49
C -1.7239 3.1202 5.4501  -0.63
C -1.4039 4.3782 5.9091  -0.37
C -2.3379 5.4362 6.0131  -0.66
C -3.5779 5.2612 5.6691  -0.34
C -3.9649 3.9262 5.1881  -0.51
H -0.9989 2.4262 5.4281  0.66
H -0.3969 4.4902 6.1071  0.42
H -1.9979 6.3512 6.2671  0.48
H -4.4969 5.9972 5.6151  0.23
H -4.9159 3.7052 4.9241  0.53
C 7.3771 -1.9168 3.3621  -0.52
C 7.4571 -2.6168 2.0671  -0.76
C 6.4931 -2.1058 1.1681  -0.70
S 5.0341 -2.0968 2.1291  1.16
O 4.4971 -3.4638 2.2481  -0.70
O 4.0781 -0.9688 1.9241  -0.69
C 5.8271 -1.8258 3.6461  -0.72
H 7.8901 -0.9398 3.2311  0.29
H 7.7971 -2.4818 4.3051  0.25
H 7.4771 -3.6838 2.2471  0.33
H 8.4671 -2.5248 1.8471  0.48
H 6.5021 -2.7218 0.3781  0.43
H 6.6571 -1.0718 0.8571  0.36
H 5.3381 -2.5608 4.1961  0.49
H 5.6841 -0.7788 4.0961  0.25
C 2.3841 -0.3648 -5.6409  -0.78
C 1.5121 0.4472 -4.6559  -1.04
C 0.2991 -0.2178 -4.3519  0.55
S 0.8951 -1.8178 -4.1279  1.24
O -0.3249 -2.6078 -4.3739  -0.80
O 1.6771 -1.8678 -2.8779  -0.61
C 1.9911 -1.7988 -5.5329  -0.94
H 3.3881 -0.2678 -5.7029  0.47
H 2.0031 -0.0508 -6.7469  0.18
H 1.0621 1.3532 -5.3019  0.31
H 2.0741 0.6632 -3.8749  0.55
H -0.6279 -0.3918 -5.1279  0.08
H 0.1311 0.1392 -3.3759  -0.17
H 1.4041 -2.1918 -6.2789  0.48
H 2.8221 -2.3828 -5.5279  0.50
C 1.1101 -5.3208 -0.2429  -1.17
C -0.1339 -4.2538 -0.4009  -0.09
C -0.8729 -4.2408 0.7371  -0.70
S 0.1121 -4.7368 2.1641  1.15
O -0.4519 -5.8748 2.7931  -0.75
O 0.4381 -3.5688 2.9711  -0.58
C 1.4991 -5.2518 1.2671  -0.18
H 1.8481 -5.1598 -0.8499  0.62
H 0.6891 -6.4148 -0.3249  0.27
H -0.7779 -4.4538 -1.2369  0.44
H 0.4141 -3.3288 -0.4169  -0.07
H -1.4489 -5.2118 0.6141  0.40
H -1.5169 -3.3748 0.8651  0.24
H 1.9741 -6.1988 1.5401  0.54
H 2.3081 -4.2608 1.4241  -0.08
C -3.4719 0.8882 -3.8959  0.46
C -4.3739 -0.3108 -3.5539  -0.70
C -5.1579 -0.0098 -2.4369  -0.77
S -5.5499 1.7342 -2.6859  1.11
O -5.1299 2.3772 -1.5269  -0.54
O -6.9759 1.7142 -3.0629  -0.75
C -4.5009 2.0782 -3.9579  -0.78
H -2.8329 0.7352 -4.8409  0.33
H -2.7629 1.1522 -3.2449  -0.57
H -3.6569 -1.1638 -3.4669  0.36
H -4.8629 -0.5788 -4.5319  0.31
H -4.6109 -0.2578 -1.6989  0.20
H -5.9599 -0.5518 -2.2419  0.66
H -4.0469 2.9742 -3.7659  0.52
H -4.9979 2.1422 -5.0039  0.29
C -1.5359 3.9912 0.4491  -0.90
C -0.1469 3.3802 0.8431  0.30
C 0.6781 3.3802 -0.2659  -1.38
S -0.2299 3.7122 -1.7299  0.97
O -0.2259 2.4782 -2.5119  -0.45
O 0.0561 5.0342 -2.1889  -0.73
C -1.8699 3.6352 -1.0259  0.14
H -1.5159 5.1392 0.5941  0.40
H -2.3829 3.5382 0.9741  0.40
H -0.1769 2.4172 1.1101  -0.50
H 0.0641 4.1352 1.5921  0.28
H 1.2421 2.3622 -0.2419  0.29
H 1.3561 3.9232 -0.2999  1.23
H -2.3069 2.6342 -1.1989  -0.55
H -2.5029 4.4182 -1.4369  0.53

Force components x, y, z for each atom (eV/Å):
F 0.6 0.2 1.0
C -0.1 -1.1 0.3
C 1.5 0.2 0.1
C -2.1 0.2 -1.9
C 4.0 0.2 5.8
C -3.4 0.7 -1.3
C 0.7 0.9 -4.1
H -0.3 -0.1 1.2
H -0.7 0.3 -1.5
H -1.6 -0.4 -1.4
H 1.2 -0.3 -0.3
H 0.5 -0.8 2.1
F 0.3 -0.4 0.0
C -1.4 1.4 0.3
C -2.0 2.4 0.3
C -1.7 -0.3 -0.5
C 3.3 -1.8 0.1
C -6.8 -2.6 -2.5
C 3.5 1.7 1.2
H 2.3 -2.6 -0.3
H 1.9 0.8 0.7
H 1.1 2.9 1.1
H 2.5 -1.1 0.5
H -2.9 -0.4 -0.8
C -1.0 -0.7 3.6
C 3.0 -2.2 2.9
C -1.0 2.8 -0.3
S -4.4 0.8 0.7
O 0.7 1.4 -0.9
O 1.9 -2.1 -0.6
C 2.3 4.1 0.5
H -0.8 -0.3 0.6
H -0.2 1.1 -2.1
H -1.1 -0.5 -0.2
H 1.9 0.6 -1.7
H -0.9 -2.0 -3.3
H 0.1 0.0 0.0
H -0.1 -1.3 1.7
H -0.6 -1.6 -0.9
C -4.9 0.8 -4.1
C -0.6 3.8 -7.9
C -2.7 -2.3 -0.8
S -1.7 -2.0 1.6
O 1.8 -0.6 0.6
O -0.9 -0.3 -1.4
C -0.9 0.9 1.4
H 3.1 0.8 0.6
H 1.0 -0.5 2.3
H 2.0 -1.0 1.9
H 2.0 1.6 3.8
H 2.5 1.2 2.0
H -1.8 0.3 1.2
H -1.5 -0.5 -2.0
H 2.3 -2.1 0.9
C -7.3 -2.4 4.6
C 6.1 -0.4 -3.9
C -4.3 -3.1 4.5
S 0.4 2.4 0.7
O -1.0 -1.3 0.8
O -0.2 -0.7 -0.4
C 3.9 3.2 -1.8
H 4.2 0.9 -3.5
H 0.7 1.9 -0.5
H 0.3 0.2 -0.9
H 0.1 0.8 -1.1
H -0.4 1.2 0.8
H 0.0 -0.1 0.5
H -0.3 0.5 0.6
H -2.1 -3.1 -0.3
C -2.3 -0.1 -3.9
C 4.0 -2.7 -5.6
C -1.6 3.7 -3.2
S -5.4 -3.8 0.0
O 1.2 2.8 2.9
O 2.0 0.8 0.0
C 0.6 -1.9 -4.5
H -1.5 0.3 1.0
H 2.6 0.6 3.3
H -0.7 0.2 0.5
H -0.2 0.4 1.0
H 4.2 -0.3 6.1
H -4.3 -2.1 0.0
H 1.1 2.4 0.5
H 0.5 -0.3 2.0
C -1.3 0.1 -0.5
C -4.2 4.5 2.4
C -4.9 -10.2 -2.7
S -2.4 -2.9 -0.4
O 1.0 0.7 -1.1
O 0.6 0.4 -0.6
C 0.5 1.1 0.9
H -0.1 -1.9 -0.3
H 0.4 0.5 0.7
H -0.9 -3.3 2.2
H 1.1 -0.7 0.7
H -1.2 1.3 -1.1
H 10.9 9.7 -0.2
H 0.4 0.6 0.3
H 0.0 -0.1 -0.3

Values from the calculation:
Energy relative to the best compared isomer or geometry (same formula, charge and spin)   25.8 kcal per mole
E_tot   -114066.46160 eV
Gap between HOMO and LUMO   9.3 eV
E_HOMO   -9.13 eV

***

3.
Density functional theory data (wB97M-V/def2-TZVPD) for C32H50N11S3Sr as an isolated structure.

Each line ends with the Mulliken charge.
Cartesian coordinates (Å):
Sr -0.3870 0.4304 0.4945  0.99
C 4.3673 0.4176 -4.3110  -1.05
C 4.6175 0.2399 -2.8172  -0.57
N 3.8194 -0.8037 -2.2220  -0.14
C 2.5446 -0.6910 -1.7467  -0.13
S 1.7726 0.8520 -1.8465  -0.44
N 2.0977 -1.8196 -1.2385  -1.40
N 0.8208 -1.7978 -0.7620  1.56
C 0.4242 -2.8906 -0.2124  0.53
C 1.2856 -4.0999 -0.0118  -2.07
C -0.9558 -2.9192 0.3331  0.88
C -1.3351 -3.8942 1.2544  -1.13
C -2.6145 -3.8672 1.7779  -0.46
C -3.4920 -2.8731 1.3775  -1.18
C -3.0315 -1.9367 0.4695  0.23
N -1.8102 -1.9624 -0.0585  0.16
H 5.0037 1.2079 -4.7169  0.37
H 3.3249 0.6898 -4.4753  0.24
H 4.5759 -0.5073 -4.8530  0.29
H 4.4079 1.1750 -2.2978  0.21
H 5.6660 -0.0099 -2.6362  0.47
H 4.2061 -1.7290 -2.1333  0.28
H 2.1530 -4.0445 -0.6610  0.46
H 0.7288 -5.0185 -0.2050  0.44
H 1.6329 -4.1180 1.0259  0.30
H -0.6206 -4.6278 1.5953  0.39
H -2.9141 -4.5994 2.5177  0.36
H -4.4873 -2.7910 1.7912  0.44
H -3.6676 -1.1105 0.1660  0.19
C -1.6040 -0.5764 -3.2256  -0.87
N -2.8769 -0.0014 -2.8374  0.03
C -4.0906 -0.7837 -2.9105  -0.54
C -5.1098 0.2229 -2.3978  -0.75
N -4.3151 0.9885 -1.4538  0.44
C -4.9368 2.1012 -0.7746  -0.92
C -2.9772 0.9269 -1.8235  0.17
N -1.9423 1.5233 -1.3620  -0.23
C -1.9478 2.6965 -0.4894  -0.86
C -0.4796 3.1728 -0.3217  -0.80
N 0.0159 2.9934 1.0388  -0.40
C -0.5378 3.5987 2.0281  0.22
N -1.6357 4.4796 2.0019  0.40
C -1.6591 5.5847 1.0636  -1.14
C -1.9284 4.8738 3.3801  -0.77
C -1.2729 3.7707 4.1882  -0.37
N -0.1475 3.4490 3.3293  0.20
C 0.7704 2.4089 3.7432  -0.53
H -1.6858 -0.9437 -4.2504  0.30
H -1.3092 -1.3895 -2.5601  0.21
H -0.8323 0.1885 -3.1788  0.30
H -4.0376 -1.6682 -2.2611  0.21
H -4.2913 -1.1084 -3.9319  0.39
H -5.9656 -0.2351 -1.9007  0.37
H -5.4742 0.8581 -3.2184  0.40
H -5.9347 1.7912 -0.4638  0.30
H -5.0384 2.9872 -1.4149  0.30
H -4.3817 2.3651 0.1203  0.27
H -2.3435 2.4676 0.5082  0.56
H -2.5915 3.4918 -0.8807  0.51
H -0.3300 4.1887 -0.7026  0.52
H 0.1422 2.5461 -0.9671  -0.37
H -1.8367 5.2585 0.0413  0.27
H -0.7298 6.1692 1.0884  0.32
H -2.4814 6.2434 1.3435  0.40
H -3.0043 4.9563 3.5385  0.35
H -1.4569 5.8414 3.6055  0.39
H -1.9271 2.8968 4.2925  -0.01
H -0.9335 4.1060 5.1690  0.47
H 1.2007 2.6964 4.7039  0.36
H 1.5721 2.3392 3.0170  0.09
H 0.2748 1.4419 3.8361  -0.09
C -2.4759 -0.3905 5.3324  -1.98
C -1.6055 -0.4080 4.0860  0.60
S -2.2844 0.5064 2.7290  -0.21
C -0.4242 -1.0655 4.0727  -0.08
C 0.0746 -1.8020 5.2943  -1.62
S 0.7054 -1.1433 2.7156  -0.07
H -3.3470 0.2384 5.1589  0.43
H -1.9410 0.0041 6.2029  0.36
H -2.8352 -1.3913 5.5950  0.40
H -0.6737 -1.8821 6.0835  0.47
H 0.9566 -1.2986 5.7047  0.23
H 0.3937 -2.8086 5.0129  0.28
N 3.6102 0.5343 1.1100  -0.43
C 3.8915 1.3418 2.1936  0.28
C 3.9542 0.8101 3.4879  -0.14
C 4.2702 1.6218 4.5620  -0.57
C 4.5316 2.9765 4.3864  -0.57
C 4.4660 3.5069 3.1051  -0.43
C 4.1538 2.7056 2.0193  -0.25
H 3.1458 -0.3381 1.3232  0.13
H 3.2234 0.9874 0.2915  0.02
H 3.6984 -0.2317 3.6351  0.35
H 4.2951 1.1939 5.5577  0.35
H 4.7692 3.6078 5.2332  0.36
H 4.6525 4.5632 2.9482  0.34
H 4.0881 3.1313 1.0243  0.43

Force components x, y, z for each atom (eV/Å):
Sr 0.7 -1.0 0.0
C 0.0 0.0 0.0
C 0.0 0.0 0.0
N 0.0 -0.1 -0.1
C 0.1 0.1 0.0
S -0.1 0.0 0.1
N 0.0 -0.1 0.0
N 0.0 0.0 0.1
C -0.1 0.1 0.0
C 0.0 0.0 0.0
C 0.0 0.1 0.0
C 0.0 0.0 0.0
C 0.0 0.0 0.0
C 0.0 -0.1 0.0
C 0.0 0.0 0.0
N 0.0 0.2 0.0
H 0.0 0.0 0.0
H 0.0 0.0 0.0
H 0.0 0.0 0.0
H 0.0 0.0 0.0
H 0.0 0.0 0.0
H 0.0 0.0 0.0
H 0.0 0.0 0.0
H 0.0 0.0 0.0
H 0.0 0.0 0.0
H 0.0 0.0 0.0
H 0.0 0.0 0.0
H 0.0 0.0 0.0
H 0.0 0.0 0.0
C 0.0 0.1 0.0
N 0.0 0.1 0.0
C 0.0 0.0 0.0
C 0.0 0.0 0.0
N 0.0 0.0 -0.1
C 0.0 0.0 0.0
C 0.0 0.0 0.1
N 0.0 0.2 -0.2
C -0.2 -0.1 -0.1
C -0.1 0.3 0.1
N 0.2 0.2 0.0
C -0.1 0.1 0.0
N -0.1 0.0 0.1
C 0.0 0.0 0.0
C 0.0 0.0 0.0
C 0.0 0.0 0.0
N -0.1 0.0 -0.1
C 0.0 0.0 0.0
H 0.0 0.0 0.0
H 0.0 -0.1 0.1
H 0.0 0.0 0.0
H 0.0 0.0 0.0
H 0.0 0.0 0.0
H 0.0 0.0 0.0
H 0.0 0.0 0.0
H 0.0 0.0 0.0
H 0.0 0.0 0.0
H -0.1 0.0 0.0
H 0.1 0.0 0.1
H 0.1 0.0 -0.1
H -0.1 0.0 0.1
H -0.1 0.1 0.0
H 0.0 0.0 0.1
H 0.0 0.0 0.0
H 0.0 0.0 0.0
H 0.0 0.0 0.0
H 0.0 0.0 0.0
H 0.0 0.0 0.0
H 0.0 0.0 0.0
H 0.0 0.0 0.0
H 0.1 0.0 0.0
H 0.0 -0.1 0.0
C 0.0 0.0 0.0
C 0.2 -0.1 -0.1
S -0.2 0.2 -0.1
C -0.1 0.2 -0.1
C 0.0 0.0 0.0
S 0.0 -0.1 0.0
H 0.0 0.0 0.0
H 0.0 0.0 0.0
H 0.0 0.0 0.0
H 0.0 0.0 0.0
H 0.0 0.0 0.0
H 0.0 0.0 0.0
N 0.0 -0.1 0.0
C 0.0 0.0 0.0
C 0.0 0.0 0.0
C 0.0 0.0 0.0
C 0.0 0.0 0.0
C 0.0 0.0 0.0
C 0.0 0.0 0.0
H 0.0 0.0 0.1
H 0.0 0.0 0.0
H 0.0 0.0 0.0
H 0.0 0.0 0.0
H 0.0 0.0 0.0
H 0.0 0.0 0.0
H 0.0 0.0 0.0

Values from the calculation:
Energy relative to the best compared isomer or geometry (same formula, charge and spin)   0.0 kcal per mole
E_tot   -83733.29000 eV
Total charge   -1
Gap between HOMO and LUMO   5.2 eV
E_HOMO   -2.87 eV